The following is a DFT calculation (ωB97M-V/def2-TZVPD) of the molecule C6H6N3P at a distorted geometry.

Computed properties:
* LUMO level: -0.192 eV
* electronic energy: -20074.8447 eV
* E_HOMO: -8.97 eV
* energy relative to the best compared isomer or geometry (same formula, charge and spin): 35.1 kcal per mole
* Kohn-Sham gap: 8.8 eV

Last column: Löwdin charge in e.
Cartesian coordinates (Å):
C -1.33 -1.83 -0.38  -0.200
P 0.22 -0.80 -0.29  0.903
C 1.23 -1.85 0.74  -0.343
N 1.93 -2.37 1.45  0.123
C -0.28 0.86 -0.02  -0.400
C -1.48 0.85 0.72  -0.380
N -2.56 0.80 1.11  0.138
C 0.60 2.13 0.12  -0.207
C 1.94 1.92 -0.31  -0.272
N 2.92 1.72 -0.87  0.161
H -1.86 -1.23 -1.24  0.102
H -1.82 -1.82 0.53  0.007
H -1.01 -2.88 -0.79  0.098
H 0.80 -0.99 -1.43  0.008
H 0.47 2.51 1.15  0.125
H 0.22 2.99 -0.48  0.137

The following is a DFT calculation (ωB97M-V/def2-TZVPD) of a cluster of 3 separate species, C14H34FN4O5 in total at a distorted geometry.

Computed properties:
* LUMO level: -5.598 eV
* electronic energy: -33970.2497 eV
* E_HOMO: -10.90 eV
* Kohn-Sham gap: 5.3 eV
* net charge: +1

Last column: Löwdin charge in e.
Cartesian coordinates (Å):
C 3.80 1.51 -0.77  -0.086
C 2.53 2.28 -0.04  -0.253
O 1.52 2.61 -1.07  -0.204
C 0.14 2.30 -0.59  -0.141
C -0.01 0.66 -0.68  -0.091
N -1.43 0.15 -0.59  0.104
C -2.32 0.90 0.38  -0.214
O -1.99 1.32 1.61  0.118
N -3.76 1.16 -0.07  0.154
C -3.83 2.25 -1.12  -0.171
O -4.02 1.85 -2.41  0.004
F -3.76 3.71 -0.86  0.046
H 4.55 1.07 0.04  0.085
H 3.43 0.65 -1.52  0.090
H 4.41 2.34 -1.35  0.097
H 2.97 3.29 0.41  0.146
H 2.12 1.67 0.87  0.118
H -0.69 2.89 -1.19  0.153
H 0.15 2.56 0.57  0.143
H 0.40 0.35 -1.75  0.175
H 0.68 0.11 0.10  0.160
H -1.93 0.08 -1.51  0.200
H -1.37 -0.85 -0.22  0.219
H -4.02 0.26 -0.58  0.133
C -8.81 -2.09 -2.41  -0.069
C -7.95 -2.42 -1.20  -0.425
C -7.41 -1.17 -0.47  -0.190
O -6.31 -0.53 -1.13  -0.228
C -6.69 0.35 -2.18  -0.093
N -6.86 -3.31 -1.62  0.035
H -8.23 -1.76 -3.27  0.065
H -9.37 -2.98 -2.73  0.084
H -9.54 -1.31 -2.17  0.083
H -8.58 -2.96 -0.49  0.140
H -7.02 -1.49 0.50  0.120
H -8.21 -0.45 -0.26  0.123
H -7.63 0.87 -1.96  0.103
H -6.76 -0.20 -3.12  0.085
H -5.90 1.10 -2.29  0.045
H -6.34 -3.60 -0.79  0.070
H -6.18 -2.74 -2.14  0.066
C 8.81 -1.52 3.09  -0.072
C 7.87 -0.38 3.46  -0.430
C 6.52 -0.42 2.69  -0.201
O 6.60 0.02 1.34  -0.220
C 7.05 -0.97 0.42  -0.106
N 8.56 0.90 3.25  0.037
H 9.28 -1.39 2.12  0.065
H 9.62 -1.60 3.83  0.081
H 8.28 -2.48 3.09  0.079
H 7.64 -0.47 4.53  0.136
H 5.83 0.27 3.19  0.117
H 6.06 -1.42 2.76  0.116
H 6.71 -1.97 0.70  0.092
H 8.14 -0.95 0.35  0.077
H 6.65 -0.73 -0.56  0.082
H 7.96 1.65 3.58  0.073
H 8.61 1.05 2.23  0.073

The following is a DFT calculation (ωB97M-V/def2-TZVPD) of a cluster of 23 separate species, C31H62BCl44O6 in total at a distorted geometry.

Computed properties:
* LUMO level: 1.233 eV
* electronic energy: -597101.2587 eV
* E_HOMO: -4.35 eV
* Kohn-Sham gap: 5.6 eV
* net charge: -1

Last column: Löwdin charge in e.
Cartesian coordinates (Å):
O 0.69 5.98 4.93  -0.073
C 1.82 5.13 4.86  -0.245
C 1.51 3.64 5.07  -0.193
O 1.65 2.87 3.89  -0.115
C 0.53 2.88 3.03  -0.289
O -0.22 1.72 3.07  -0.082
C -0.60 1.23 4.35  -0.152
C -1.82 1.90 5.00  -0.322
C -2.27 3.31 4.63  -0.203
O -3.50 3.42 5.30  -0.058
B -3.98 2.03 5.60  -0.720
C -5.54 1.72 5.20  -0.105
C -6.34 3.04 5.15  -0.357
C -7.48 3.20 4.17  -0.055
O -6.11 3.91 4.08  -0.097
O -3.00 1.15 4.91  -0.033
H 0.06 5.74 4.25  0.040
H 2.36 5.24 3.91  0.102
H 2.48 5.46 5.67  0.063
H 0.49 3.56 5.48  0.121
H 2.19 3.20 5.81  0.072
H 0.90 2.96 2.01  0.101
H -0.08 3.77 3.26  0.059
H 0.24 1.24 5.05  0.113
H -0.83 0.17 4.17  0.066
H -1.58 1.99 6.09  0.146
H -1.61 4.11 5.03  0.109
H -2.34 3.51 3.54  0.054
H -3.90 1.89 6.85  0.104
H -6.00 1.11 5.99  0.074
H -5.68 1.28 4.20  0.034
H -6.54 3.51 6.13  0.146
H -8.15 4.05 4.20  0.085
H -7.48 2.68 3.21  0.056
C 4.03 8.61 4.61  -0.998
Cl 3.44 8.33 2.97  0.514
Cl 4.77 7.16 5.31  0.536
H 4.78 9.39 4.58  0.021
H 3.19 8.89 5.24  0.029
C -6.19 0.83 0.11  -0.992
Cl -5.12 -0.55 -0.23  0.495
Cl -7.33 0.44 1.39  0.498
H -5.58 1.67 0.42  0.031
H -6.74 1.05 -0.80  0.020
C -1.20 -0.48 -2.05  -0.985
Cl -0.92 -2.18 -2.48  0.504
Cl -0.51 0.63 -3.25  0.527
H -2.27 -0.32 -2.03  0.010
H -0.76 -0.27 -1.08  0.020
C -5.72 -2.67 3.16  -1.035
Cl -4.56 -3.97 3.55  0.475
Cl -5.08 -1.07 3.50  0.591
H -5.94 -2.74 2.10  0.007
H -6.61 -2.82 3.75  -0.021
C 1.17 -1.04 -5.97  -1.022
Cl 0.90 0.46 -6.86  0.480
Cl 0.84 -2.47 -6.97  0.473
H 2.20 -1.08 -5.64  0.032
H 0.50 -1.06 -5.12  -0.047
C -2.89 6.35 1.38  -0.986
Cl -1.67 5.18 1.86  0.605
Cl -2.34 8.03 1.55  0.500
H -3.14 6.18 0.34  0.005
H -3.76 6.21 2.01  0.036
C 8.50 6.62 5.63  -1.050
Cl 9.59 7.85 4.99  0.493
Cl 9.19 5.75 7.00  0.491
H 7.59 7.11 5.95  -0.021
H 8.29 5.91 4.84  0.007
C 2.15 -5.96 -5.19  -1.048
Cl 0.89 -4.93 -4.50  0.501
Cl 3.77 -5.28 -4.93  0.515
H 2.11 -6.93 -4.70  0.000
H 1.96 -6.06 -6.25  -0.053
C -0.60 4.45 -7.38  -1.004
Cl -1.65 3.45 -6.37  0.525
Cl 0.55 3.48 -8.31  0.493
H -1.22 5.01 -8.07  0.024
H -0.04 5.12 -6.73  0.023
C -4.23 -6.88 7.30  -1.028
Cl -4.97 -7.65 8.71  0.494
Cl -3.16 -7.99 6.42  0.486
H -5.01 -6.56 6.63  0.026
H -3.62 -6.05 7.64  -0.061
C -8.51 -0.20 5.33  -0.980
Cl -9.08 -0.64 3.71  0.482
Cl -7.66 -1.53 6.12  0.533
H -7.83 0.64 5.24  -0.015
H -9.38 0.05 5.94  0.025
C 2.77 -8.77 -8.29  -0.976
Cl 4.19 -8.06 -7.51  0.554
Cl 1.33 -7.78 -8.02  0.536
H 2.95 -8.83 -9.36  0.029
H 2.60 -9.76 -7.87  0.028
C 1.52 4.89 -0.88  -1.030
Cl 2.40 5.27 0.61  0.524
Cl 1.26 3.15 -1.11  0.493
H 0.55 5.37 -0.84  -0.017
H 2.10 5.26 -1.72  0.022
C 6.62 -5.40 -7.41  -1.037
Cl 5.91 -4.33 -8.62  0.498
Cl 8.39 -5.35 -7.43  0.510
H 6.27 -5.09 -6.44  -0.011
H 6.31 -6.41 -7.63  -0.036
C 6.18 -5.34 -12.63  -1.060
Cl 7.77 -6.10 -12.68  0.491
Cl 4.89 -6.47 -13.08  0.494
H 6.00 -5.01 -11.61  -0.032
H 6.17 -4.51 -13.32  -0.003
C -2.31 4.20 -2.92  -1.017
Cl -1.28 5.60 -3.26  0.508
Cl -2.10 3.58 -1.28  0.517
H -3.34 4.51 -3.04  0.027
H -2.05 3.41 -3.62  -0.042
C -1.36 -5.90 -10.26  -1.019
Cl -0.83 -4.93 -8.88  0.492
Cl -0.02 -6.70 -11.09  0.484
H -2.05 -6.66 -9.91  0.024
H -1.85 -5.24 -10.97  0.022
C 0.75 -2.95 2.79  -1.025
Cl 0.74 -1.79 4.12  0.583
Cl 0.32 -2.21 1.24  0.495
H 1.76 -3.35 2.70  0.021
H 0.05 -3.74 3.01  0.021
C 7.16 -1.43 -11.54  -0.996
Cl 6.93 -1.51 -13.29  0.510
Cl 7.88 -2.91 -10.89  0.511
H 7.81 -0.60 -11.32  0.024
H 6.19 -1.29 -11.07  0.028
C 0.13 -6.68 -1.07  -1.019
Cl 0.52 -5.62 0.29  0.522
Cl 1.57 -7.48 -1.73  0.504
H -0.55 -7.45 -0.72  0.024
H -0.31 -6.08 -1.85  0.000
C -0.35 -5.09 7.81  -1.018
Cl 0.96 -4.13 7.12  0.507
Cl -1.89 -4.21 7.85  0.554
H -0.48 -5.98 7.21  0.014
H -0.08 -5.34 8.83  0.023
C 5.33 2.51 5.78  -0.991
Cl 4.54 3.63 6.89  0.549
Cl 6.96 3.04 5.35  0.505
H 5.40 1.54 6.25  0.027
H 4.73 2.46 4.87  0.028

The following is a DFT calculation (ωB97M-V/def2-TZVPD) of a structure of composition C53H51CsN11O7PS3 at a distorted geometry.

Computed properties:
* LUMO level: 3.393 eV
* electronic energy: -128863.1424 eV
* E_HOMO: -3.53 eV
* energy relative to the best compared isomer or geometry (same formula, charge and spin): 0.0 kcal per mole
* Kohn-Sham gap: 6.9 eV
* net charge: -2

Last column: Löwdin charge in e.
Cartesian coordinates (Å):
Cs -0.48 0.97 1.24  1.082
C 2.21 -1.69 -1.30  -0.171
N 1.13 -1.46 -0.41  -0.079
C 0.21 -2.54 -0.29  -0.147
C -0.96 -2.58 -1.26  -0.284
N -1.08 -2.05 -2.42  0.186
C -2.37 -2.33 -2.86  -0.202
C -3.07 -1.81 -3.97  -0.017
C -4.42 -2.04 -4.00  -0.110
C -5.01 -2.84 -3.02  -0.111
C -4.32 -3.38 -1.95  -0.012
C -2.97 -3.11 -1.90  -0.223
N -2.05 -3.30 -0.95  0.177
C 1.93 -1.22 -2.73  -0.269
N 1.70 0.00 -3.10  0.184
C 1.32 -0.06 -4.43  -0.252
C 0.89 0.96 -5.28  -0.027
C 0.66 0.66 -6.64  -0.114
C 0.87 -0.67 -7.13  -0.111
C 1.33 -1.64 -6.22  -0.052
C 1.49 -1.35 -4.89  -0.273
N 1.95 -2.08 -3.85  0.147
H 2.53 -2.77 -1.32  0.099
H 3.13 -1.13 -1.00  0.115
H 1.49 -1.23 0.54  0.083
H -0.29 -2.42 0.66  0.096
H 0.79 -3.45 -0.33  0.120
H -2.65 -1.16 -4.70  0.101
H -4.95 -1.74 -4.90  0.096
H -6.10 -2.93 -3.05  0.098
H -4.85 -3.88 -1.19  0.095
H -2.25 -3.67 -0.08  0.132
H 0.70 1.95 -4.77  0.130
H 0.04 1.33 -7.27  0.091
H 0.44 -0.96 -8.11  0.094
H 1.42 -2.68 -6.57  0.104
H 1.73 -3.09 -3.67  0.173
N -2.90 3.99 -3.24  0.082
C -2.09 4.11 -2.13  -0.357
C -2.62 3.70 -0.89  -0.028
C -1.89 3.99 0.24  -0.124
C -0.60 4.53 0.20  -0.295
C -0.07 4.85 -1.03  -0.059
C -0.82 4.64 -2.20  -0.025
S 0.19 4.80 1.79  0.565
O 0.81 6.09 1.78  -0.322
O -0.91 4.67 2.75  -0.370
N 1.23 3.59 2.04  -0.145
C 2.27 3.38 1.23  -0.477
N 3.11 2.28 1.51  0.105
C 4.13 2.10 0.74  -0.171
C 4.43 2.84 -0.41  -0.076
C 3.54 3.86 -0.66  -0.163
N 2.55 4.15 0.15  0.092
H -3.35 3.07 -3.21  0.085
H -2.41 3.97 -4.15  0.094
H -3.60 3.24 -0.84  0.104
H -2.32 3.79 1.19  0.075
H 0.96 5.19 -1.11  0.095
H -0.33 4.86 -3.15  0.108
H 4.85 1.28 1.01  0.113
H 5.22 2.65 -1.08  0.075
H 3.62 4.48 -1.55  0.105
O -0.67 -1.95 3.30  -0.093
H -1.44 -2.46 3.03  -0.021
H 0.17 -2.36 3.04  0.009
O 1.67 0.21 3.29  -0.205
H 2.35 -0.50 3.37  -0.029
H 2.17 1.00 3.05  -0.021
O -1.87 0.96 -2.99  -0.093
H -2.16 1.09 -2.04  0.022
H -1.52 0.05 -2.95  -0.010
O -3.28 -2.59 2.67  0.018
C -3.59 -1.68 1.93  -0.575
N -4.82 -1.03 2.03  0.133
C -4.82 0.20 1.22  -0.259
C -3.42 -0.01 0.47  -0.538
O -2.99 0.74 -0.36  -0.087
N -2.77 -1.06 1.02  0.108
C -4.73 1.49 2.00  -0.134
C -5.32 2.66 1.49  -0.029
C -5.12 3.89 2.08  -0.052
C -4.34 3.92 3.25  -0.101
C -3.82 2.79 3.80  -0.093
C -4.01 1.57 3.20  -0.017
C -6.05 0.29 0.31  -0.160
C -5.92 0.55 -1.06  -0.026
C -7.04 0.54 -1.84  -0.086
C -8.27 0.22 -1.27  -0.115
C -8.40 -0.06 0.08  -0.097
C -7.28 0.01 0.89  -0.034
H -5.31 -1.06 2.95  0.162
H -5.88 2.62 0.59  0.104
H -5.59 4.81 1.82  0.095
H -4.15 4.87 3.75  0.106
H -3.15 2.96 4.67  0.124
H -3.60 0.66 3.66  0.130
H -4.88 0.63 -1.48  0.131
H -6.94 0.78 -2.92  0.110
H -9.15 0.10 -1.88  0.088
H -9.41 -0.23 0.50  0.106
H -7.37 -0.14 1.95  0.108
S 5.39 -3.12 -0.07  0.100
P 5.13 -2.83 1.93  -0.014
S 3.39 -2.99 2.79  0.199
C 6.26 -4.04 2.73  -0.379
C 7.27 -4.72 2.11  -0.140
C 8.22 -5.43 2.79  -0.119
C 8.17 -5.47 4.14  -0.118
C 7.13 -4.84 4.85  -0.098
C 6.20 -4.11 4.16  -0.112
C 6.03 -1.27 2.46  -0.366
C 5.40 -0.44 3.40  -0.102
C 6.15 0.64 3.96  -0.089
C 7.41 0.90 3.46  -0.105
C 8.01 0.09 2.45  -0.076
C 7.32 -1.04 2.01  -0.112
H 7.25 -4.66 1.03  0.044
H 8.99 -6.02 2.27  0.107
H 8.79 -6.09 4.75  0.082
H 6.92 -5.10 5.89  0.095
H 5.35 -3.59 4.65  0.080
H 4.44 -0.69 3.83  0.049
H 5.74 1.35 4.68  0.101
H 7.97 1.75 3.89  0.098
H 8.96 0.29 2.03  0.078
H 7.71 -1.76 1.29  0.086